[1]
Density functional theory data (ωB97M-V with the def2-TZVPD basis set) for a 2-piece molecular cluster, C10H12FN overall at a distorted geometry.

## Properties
LUMO (spin up / spin down) (eV): 0.90 / 0.12
Gap between HOMO and LUMO (spin up / spin down) (eV): 9.260 / 7.572
Max |F| (Eh/bohr): 0.0565
HOMO energy (spin up / spin down) (Ha): -0.307 / -0.274

CARTESIAN COORDINATES (ANGSTROEM)
C1 3.64 0.43 -0.58
C2 2.92 1.29 0.28
C3 3.06 -0.64 -1.24
C4 1.69 0.87 0.69
C5 1.76 -0.97 -0.93
C6 1.08 -0.21 0.00
C7 -3.46 0.27 0.04
C8 -0.22 -0.74 0.38
C9 -3.52 1.66 -0.52
C10 -0.26 -2.09 1.26
N1 -1.23 -0.07 0.00
F1 -4.10 -0.57 -0.78
H1 4.62 0.83 -0.95
H2 3.50 2.20 0.59
H3 3.55 -1.14 -2.02
H4 1.22 1.53 1.41
H5 1.24 -1.71 -1.48
H6 -3.67 -0.02 1.08
H7 -3.03 2.44 -0.03
H8 -4.61 2.03 -0.50
H9 -3.08 1.85 -1.46
H10 0.41 -2.94 1.33
H11 -1.17 -2.58 1.07
H12 -0.34 -1.72 2.34


[2]
Density functional theory data (ωB97M-V with the def2-TZVPD basis set) for C10H12I2O4 as an isolated structure at a distorted geometry.

## Properties
LUMO (eV): -0.95
Gap between HOMO and LUMO (eV): 8.583
Max |F| (Eh/bohr): 0.1070
HOMO energy (Ha): -0.350

CARTESIAN COORDINATES (ANGSTROEM)
C1 -1.86 -0.19 -1.84
C2 -1.73 1.29 -1.48
O1 -2.95 1.68 -0.84
C3 -0.59 1.62 -0.47
C4 0.65 0.82 -0.65
C5 1.38 0.23 0.29
C6 1.29 0.17 1.78
I1 0.86 2.09 2.69
C7 0.38 -0.97 2.31
C8 0.53 -2.26 1.50
I2 -1.72 -0.49 2.53
C9 2.53 -0.48 -0.36
O2 3.36 -1.06 0.16
O3 2.41 -0.37 -1.72
C10 1.35 0.51 -1.93
O4 1.16 0.89 -3.00
H1 -0.91 -0.69 -2.06
H2 -2.44 -0.25 -2.76
H3 -2.44 -0.73 -1.09
H4 -1.65 1.94 -2.35
H5 -3.06 1.07 -0.10
H6 -1.00 1.57 0.53
H7 -0.31 2.66 -0.64
H8 2.29 -0.06 2.14
H9 0.72 -1.19 3.31
H10 0.10 -3.07 2.09
H11 1.60 -2.48 1.44
H12 0.05 -2.21 0.53


[3]
Density functional theory data (ωB97M-V with the def2-TZVPD basis set) for an isolated ion of composition C10H12N and charge +1 at a distorted geometry.

## Properties
LUMO (spin up / spin down) (eV): -3.06 / -6.13
Gap between HOMO and LUMO (spin up / spin down) (eV): 6.174 / 7.258
⟨S²⟩: 2.010
Max |F| (Eh/bohr): 0.1943
Spin multiplicity: 3
HOMO energy (spin up / spin down) (Ha): -0.339 / -0.492
Net charge: +1

CARTESIAN COORDINATES (ANGSTROEM)
C1 0.15 -0.05 1.39
C2 0.55 0.58 2.37
C3 -2.34 0.02 -1.38
C4 -1.46 -0.07 -2.54
C5 -1.97 -0.18 -0.13
C6 -0.13 -0.07 -2.39
C7 0.35 -1.72 -0.52
C8 -0.35 -0.56 0.18
C9 0.48 -0.27 -1.10
C10 0.87 1.17 3.65
N1 1.79 0.31 -0.72
H1 -3.41 0.35 -1.52
H2 -2.07 -0.01 -3.44
H3 -2.47 0.04 0.83
H4 0.46 -0.06 -3.43
H5 1.10 -2.25 -0.06
H6 -0.35 -2.27 -1.15
H7 0.95 0.39 4.43
H8 0.00 1.80 3.86
H9 1.81 1.75 3.51
H10 2.03 1.17 -1.21
H11 2.47 -0.43 -0.94
H12 1.54 0.38 0.31


[4]
Density functional theory data (ωB97M-V with the def2-TZVPD basis set) for C10H12N2 in the gas phase at a distorted geometry.

## Properties
LUMO (eV): 0.95
Gap between HOMO and LUMO (eV): 9.497
SMILES: C[C@@]12NN1CCc1ccccc12
Max |F| (Eh/bohr): 0.0908
HOMO energy (Ha): -0.314

CARTESIAN COORDINATES (ANGSTROEM)
C1 2.06 0.09 -1.76
C2 0.68 -0.35 -1.38
N1 -0.21 -0.86 -2.36
N2 0.33 -1.72 -1.34
C3 -0.54 -2.18 -0.27
C4 -0.19 -1.55 1.08
C5 -0.42 -0.07 1.04
C6 -1.02 0.63 2.07
C7 -1.21 2.00 1.96
C8 -0.82 2.68 0.82
C9 -0.22 1.99 -0.23
C10 -0.04 0.63 -0.09
H1 2.43 -0.58 -2.54
H2 2.72 0.04 -0.90
H3 2.04 1.10 -2.14
H4 -1.19 -0.60 -2.19
H5 -0.42 -3.27 -0.23
H6 -1.60 -1.97 -0.51
H7 0.86 -1.76 1.29
H8 -0.79 -2.01 1.87
H9 -1.34 0.12 2.96
H10 -1.69 2.54 2.77
H11 -0.97 3.75 0.74
H12 0.08 2.50 -1.13


[5]
Density functional theory data (ωB97M-V with the def2-TZVPD basis set) for C10H12N2O in the gas phase at a distorted geometry.

## Properties
LUMO (eV): 0.62
Gap between HOMO and LUMO (eV): 8.713
SMILES: OCC(n1cccc1)n1cccc1
Max |F| (Eh/bohr): 0.0986
HOMO energy (Ha): -0.297

CARTESIAN COORDINATES (ANGSTROEM)
O1 -1.26 -2.81 -0.03
C1 -0.14 -2.06 -0.22
C2 -0.19 -0.72 0.57
N1 1.31 0.04 0.26
C3 2.48 -0.34 0.75
C4 3.44 0.43 0.18
C5 2.83 1.38 -0.67
C6 1.46 0.98 -0.70
N2 -1.22 0.11 0.29
C7 -1.80 0.29 -0.94
C8 -2.80 1.25 -0.75
C9 -2.67 1.70 0.65
C10 -1.72 0.92 1.24
H1 -1.87 -2.57 -0.71
H2 0.76 -2.48 0.15
H3 -0.03 -1.90 -1.36
H4 -0.20 -0.89 1.71
H5 2.74 -1.28 1.14
H6 4.41 0.28 0.61
H7 3.41 1.79 -1.45
H8 0.49 1.30 -1.02
H9 -1.41 -0.25 -1.74
H10 -3.12 1.85 -1.56
H11 -3.23 2.33 1.34
H12 -1.67 0.66 2.25


[6]
Density functional theory data (ωB97M-V with the def2-TZVPD basis set) for C10H12N2O3 in the gas phase at a distorted geometry.

## Properties
LUMO (eV): 0.18
Gap between HOMO and LUMO (eV): 9.676
SMILES: C=CC[C@H]1[C@H](C)Cc2nc(=O)c(=O)on21
Max |F| (Eh/bohr): 0.1014
HOMO energy (Ha): -0.349

CARTESIAN COORDINATES (ANGSTROEM)
C1 -2.79 -1.64 -0.44
C2 -2.50 -0.42 -0.08
C3 -1.20 -0.15 0.57
C4 -0.13 0.45 -0.37
C5 1.23 0.06 0.34
C6 2.28 1.00 -0.04
C7 1.54 -1.35 -0.35
C8 0.92 -1.31 -1.67
N1 1.23 -2.17 -2.68
C9 0.53 -2.09 -3.86
O1 0.75 -2.83 -4.82
C10 -0.57 -1.07 -3.96
O2 -1.31 -1.01 -4.90
O3 -0.62 -0.13 -2.96
N2 0.04 -0.32 -1.75
H1 -3.75 -1.79 -0.99
H2 -2.01 -2.38 -0.22
H3 -3.21 0.43 -0.41
H4 -1.33 0.55 1.44
H5 -0.82 -1.13 0.91
H6 -0.34 1.43 -0.61
H7 1.29 -0.03 1.42
H8 2.55 1.03 -1.16
H9 3.29 0.75 0.31
H10 2.04 2.11 -0.03
H11 1.05 -2.23 0.29
H12 2.64 -1.53 -0.42


[7]
Density functional theory data (ωB97M-V with the def2-TZVPD basis set) for an isolated ion of composition C10H12N3O2 and charge -1 at a distorted geometry.

## Properties
LUMO (eV): 3.23
Gap between HOMO and LUMO (eV): 6.906
SMILES: C/N=C(\[O-])c1cc(C)ccc1N(C)N=O
Max |F| (Eh/bohr): 0.0660
HOMO energy (Ha): -0.135
Net charge: -1

CARTESIAN COORDINATES (ANGSTROEM)
C1 -2.83 -2.00 -1.11
N1 -1.72 -1.19 -0.70
C2 -1.21 -0.17 -1.37
O1 -1.64 0.34 -2.40
C3 0.01 0.35 -0.60
C4 0.79 1.28 -1.22
C5 1.98 1.71 -0.67
C6 2.97 2.60 -1.40
C7 2.33 1.16 0.53
C8 1.57 0.26 1.26
C9 0.37 -0.18 0.70
N2 -0.44 -1.11 1.43
C10 -1.59 -0.64 2.14
N3 -0.03 -2.31 1.62
O2 -0.71 -3.03 2.40
H1 -2.79 -2.13 -2.25
H2 -2.66 -2.98 -0.61
H3 -3.88 -1.57 -0.70
H4 0.25 1.54 -2.11
H5 3.43 1.92 -2.20
H6 2.51 3.45 -2.01
H7 3.82 2.98 -0.75
H8 3.14 1.63 1.01
H9 1.84 -0.12 2.23
H10 -1.34 0.29 2.45
H11 -2.41 -0.64 1.49
H12 -1.79 -1.44 2.85


[8]
Density functional theory data (ωB97M-V with the def2-TZVPD basis set) for an isolated ion of composition C10H12N3S and charge +1 at a distorted geometry.

## Properties
LUMO (spin up / spin down) (eV): -5.37 / -5.36
Gap between HOMO and LUMO (spin up / spin down) (eV): 5.981 / 5.987
Max |F| (Eh/bohr): 0.0798
HOMO energy (spin up / spin down) (Ha): -0.417 / -0.417
Net charge: +1

CARTESIAN COORDINATES (ANGSTROEM)
C1 -3.08 -0.47 -0.78
C2 -2.50 -1.23 0.16
C3 -1.09 0.94 -0.73
C4 -0.49 0.23 0.23
C5 -2.42 0.70 -1.23
C6 -1.26 -0.87 0.66
C7 0.95 -1.28 2.28
C8 2.83 -0.04 1.50
C9 1.91 0.54 0.34
C10 1.96 -0.15 -1.01
N1 0.63 0.56 0.83
N2 2.07 -0.73 2.53
N3 -2.96 1.60 -2.04
S1 -0.41 -1.96 1.78
H1 -4.00 -0.89 -1.25
H2 -3.06 -2.14 0.48
H3 -0.48 1.85 -1.04
H4 3.62 -0.76 0.90
H5 3.34 0.76 2.01
H6 2.19 1.60 0.24
H7 1.15 0.23 -1.70
H8 1.98 -1.26 -1.06
H9 2.88 0.23 -1.51
H10 2.54 -0.98 3.34
H11 -3.91 1.33 -2.42
H12 -2.37 2.19 -2.53


[9]
Density functional theory data (ωB97M-V with the def2-TZVPD basis set) for C10H12N6S in the gas phase at a distorted geometry.

## Properties
LUMO (eV): -0.53
Gap between HOMO and LUMO (eV): 8.149
SMILES: CCc1c(C)nc(N)nc1N1N=C1SCC#N
Max |F| (Eh/bohr): 0.1408
HOMO energy (Ha): -0.319

CARTESIAN COORDINATES (ANGSTROEM)
C1 -3.03 -0.33 1.19
C2 -2.67 -0.37 -0.31
C3 -1.30 0.20 -0.46
C4 -1.13 1.56 -0.82
C5 -2.29 2.52 -1.11
N1 0.07 2.08 -1.01
C6 1.08 1.29 -0.81
N2 2.29 1.88 -0.84
N3 1.06 0.02 -0.45
C7 -0.13 -0.56 -0.27
N4 -0.20 -1.87 0.23
N5 0.48 -3.00 -0.26
C8 0.83 -2.50 0.88
S1 2.18 -2.46 2.00
C9 3.44 -1.84 0.82
C10 4.74 -1.79 1.47
N6 5.80 -1.71 1.98
H1 -3.94 -0.93 1.41
H2 -3.22 0.73 1.42
H3 -2.22 -0.67 1.86
H4 -2.68 -1.39 -0.68
H5 -3.45 0.18 -0.85
H6 -2.76 2.36 -2.06
H7 -1.93 3.58 -1.16
H8 -3.04 2.43 -0.31
H9 2.30 2.72 -1.37
H10 3.05 1.21 -0.95
H11 3.48 -2.50 -0.06
H12 3.17 -0.84 0.50


[10]
Density functional theory data (ωB97M-V with the def2-TZVPD basis set) for a 2-piece molecular cluster, C10H12O overall at a distorted geometry.

## Properties
LUMO (eV): 0.07
Gap between HOMO and LUMO (eV): 8.180
SMILES: C#CC(=C)C#C.C=C(C)OC
Max |F| (Eh/bohr): 0.0609
HOMO energy (Ha): -0.298

CARTESIAN COORDINATES (ANGSTROEM)
C1 1.12 -1.36 1.98
C2 1.68 -0.82 1.04
C3 2.35 -0.17 -0.07
C4 3.15 -0.84 -0.89
C5 2.09 1.23 -0.23
C6 1.88 2.43 -0.37
H1 0.59 -1.85 2.80
H2 3.32 -1.91 -0.75
H3 3.65 -0.34 -1.72
H4 1.68 3.48 -0.49
C7 -2.15 -1.64 -1.12
C8 -1.80 -0.55 -0.44
C9 -0.38 -0.20 -0.11
O1 -2.80 0.29 -0.03
C10 -2.47 1.45 0.70
H5 -1.39 -2.34 -1.47
H6 -3.19 -1.85 -1.34
H7 -0.24 -0.13 0.93
H8 -0.10 0.77 -0.56
H9 0.24 -0.98 -0.55
H10 -1.83 2.14 0.11
H11 -3.42 1.95 0.92
H12 -1.97 1.22 1.65